1.
Here is a structure of composition C16H32BFI2O12PS2 in a non-equilibrium geometry from the Open Molecules 2025 dataset. Energies are from wB97M-V/def2-TZVPD.

Geometry as XYZ:
```
67
Properties=species:S:1:pos:R:3:forces:R:3:lowdin_charge:R:1
C 4.404300 1.511116 0.323015 -0.9178 -1.3912 0.7736 -0.01
C 3.386141 1.121907 1.590329 -2.2580 4.4061 2.7269 -0.26
O 2.908653 2.140834 2.336022 2.8002 -6.9512 -4.5227 -0.03
O 3.011014 -0.312750 1.820800 -0.9833 4.2386 -0.1371 -0.04
C 1.645764 -0.363170 2.440090 -0.7343 -1.4246 6.2703 -0.21
O 1.604060 -0.841466 3.694051 0.3282 2.8113 -8.4879 0.00
C 0.371788 0.202128 1.576783 2.1977 1.6799 0.2476 -0.07
B -0.659853 -0.950276 1.017889 -0.2756 -0.6748 -0.7855 -0.86
C -1.563036 -0.405739 -0.286667 -1.3702 0.5472 -0.3990 -0.17
C -1.810985 1.215728 -0.272533 -0.6911 0.1337 -0.8230 -0.18
C -3.297528 1.550924 -0.958081 1.3151 -0.7731 1.2831 -0.15
F -3.109978 1.492436 -2.426229 -0.8849 0.2687 2.5203 -0.16
C 0.052953 -2.353724 0.541630 4.3858 -0.9722 -3.7538 -0.54
I -0.556771 -4.340841 1.354646 0.2526 1.4240 -0.3144 0.71
C 1.139369 -2.407012 -0.493700 -3.1654 0.8890 2.8936 -0.67
C 1.752076 -1.087706 -1.250129 0.8374 -1.0851 -0.8873 -0.15
I 2.003500 -4.386191 -1.057836 -0.4151 1.7750 0.2061 0.68
P -1.974216 -1.216800 2.438055 -2.5523 3.3137 2.7788 0.73
O -2.606719 0.218404 2.801413 1.7744 -4.5554 -0.9659 -0.41
O -1.280118 -1.839860 3.908700 -0.4896 -0.2718 -2.4166 -0.27
O -3.302068 -2.242808 1.951251 1.6333 -0.3289 2.3844 -0.30
H 3.896641 1.123723 -0.666838 1.0835 0.7469 2.0126 0.08
H 4.542798 2.672257 0.280050 -0.2739 -2.4670 0.3826 0.10
H 5.387549 0.905493 0.519702 -1.7592 1.3519 -0.5738 0.09
H -0.170772 1.047038 2.217949 1.2504 -2.0820 -1.1097 0.14
H 0.795447 0.765918 0.615238 -0.5782 -1.1796 2.1843 0.11
H -1.104993 -0.711999 -1.319295 -0.8573 0.5786 1.9103 0.10
H -2.618886 -0.949220 -0.217689 2.0768 1.1370 -0.3630 0.10
H -1.842996 1.705695 0.790423 0.1198 -1.2582 -1.8860 0.10
H -0.916329 1.697689 -0.896463 -2.1562 -0.6666 1.2457 0.12
H -4.017268 0.687238 -0.563034 1.4197 1.8355 -1.3831 0.13
H -3.744149 2.576133 -0.577319 1.0252 -1.8475 -1.3961 0.11
H 2.779056 -0.779112 -0.736980 -2.3901 -0.5738 -0.9154 0.07
H 2.051921 -1.407307 -2.360583 -0.7000 0.5642 2.4077 0.08
H 1.010971 -0.189728 -1.367500 1.3376 -1.8531 0.6440 0.08
H -0.477471 -2.417123 3.746038 -1.2573 1.0220 -0.0340 0.03
H -3.497003 -2.954670 2.652252 0.6590 1.6631 -1.4928 0.08
O -5.813657 5.292450 5.027101 -0.6006 -0.5475 -0.6551 -0.29
S -6.329446 4.758255 3.785492 0.5959 -0.6988 -0.5333 0.62
O -7.562256 4.000846 3.727682 0.8458 0.7270 0.4247 -0.30
O -5.155156 3.905653 3.045158 -1.2115 1.6546 0.0086 -0.27
C -4.548273 2.829981 3.750671 0.5419 -1.3580 0.6782 -0.27
C -5.472744 1.629349 3.841649 -0.3219 -0.0818 0.1774 -0.08
C -6.441920 6.076650 2.601503 0.1380 -0.0218 -0.1165 -0.13
H -4.223183 3.156437 4.744504 -0.1277 0.1282 -0.1220 0.12
H -3.649328 2.545291 3.194387 -0.2136 0.2132 -0.0648 0.11
H -6.355132 1.855085 4.445738 0.0640 0.0338 -0.0237 0.06
H -4.962110 0.778780 4.301032 0.1409 0.1670 -0.2367 0.08
H -5.827133 1.339426 2.847457 0.1919 -0.0163 0.1149 0.09
H -5.507074 6.639126 2.603671 -0.1046 -0.1401 0.0239 0.07
H -7.270301 6.722148 2.900157 0.0884 -0.1782 0.0922 0.07
H -6.641316 5.651077 1.616363 0.0498 -0.0059 0.1795 0.07
O 4.148886 -3.508451 -3.373792 0.8812 0.8263 -0.9131 -0.38
S 5.298379 -2.834049 -3.936681 0.0289 -0.1254 0.0038 0.61
O 5.248432 -1.448543 -4.354663 -0.2573 -1.0744 0.3184 -0.29
O 5.893547 -3.729676 -5.160450 0.2460 0.4114 1.0896 -0.27
C 5.029345 -4.067459 -6.238495 -0.7253 -0.0409 -0.8329 -0.28
C 4.763215 -2.872850 -7.136562 -0.1099 0.3347 0.0321 -0.08
C 6.669214 -3.020090 -2.823647 0.1357 -0.1383 -0.1477 -0.12
H 4.094465 -4.496832 -5.862198 0.1276 0.0993 0.1211 0.12
H 5.530405 -4.846502 -6.822136 0.1575 0.0789 0.3817 0.12
H 4.205864 -2.096468 -6.606394 0.0472 -0.1144 -0.0651 0.07
H 4.177019 -3.166464 -8.011441 0.0957 -0.0821 0.0760 0.08
H 5.704171 -2.424376 -7.470534 -0.1040 -0.1270 0.0035 0.08
H 6.746477 -4.066363 -2.524206 -0.0672 0.1421 -0.0778 0.08
H 6.477053 -2.392125 -1.951402 -0.1540 -0.0569 -0.1787 0.08
H 7.579690 -2.687470 -3.325413 -0.1658 -0.0388 0.0168 0.07
```
Forces are in eV/Å.

Spin multiplicity ... 1
HOMO-LUMO gap ... 7.45 eV
Charge ... -1
LUMO ... 1.8 eV

---

2.
Here is a structure of composition C16H32Br2CaClF5MgN5NaO7PS in a non-equilibrium geometry from the Open Molecules 2025 dataset. Energies are from wB97M-V/def2-TZVPD.

Geometry as XYZ:
```
73
Properties=species:S:1:pos:R:3:forces:R:3:lowdin_charge:R:1
F -3.201216 -8.914164 -1.836690 -0.3836 0.1896 -0.1687 0.14
C -2.079330 -8.242755 -1.589198 0.6075 -0.6387 0.2561 -0.29
F -1.422500 -8.069537 -2.751954 0.1064 0.3798 -0.2114 0.11
C -2.394652 -6.899336 -0.897434 -1.2665 -0.5848 0.6620 -0.44
F -3.437425 -7.126384 -0.103249 -0.2909 -0.0309 -0.0099 0.17
F -1.406693 -6.538724 -0.087692 0.7026 0.3885 -0.4214 0.18
N -2.806664 -5.810840 -1.788263 -0.0851 1.0224 -0.6506 0.11
N -4.078686 -5.311906 -1.695678 -0.3787 -0.9211 1.1428 0.15
C -4.161601 -4.362915 -2.552148 -0.5421 0.2710 -0.0999 -0.67
S -5.607981 -3.406981 -2.752444 0.2040 0.2009 -0.9136 0.82
N -2.959029 -4.233602 -3.229272 -1.1761 0.3820 0.4935 0.22
C -2.138999 -5.131275 -2.715030 1.6744 -0.8375 -0.6554 -0.20
C -0.735999 -5.262976 -3.191546 0.4744 0.3954 -0.3796 -0.11
C 0.321447 -5.210417 -2.079907 -0.4495 -0.0182 -0.4540 -0.25
C 0.006058 -4.082027 -1.115471 0.9477 -0.2133 0.4346 -0.56
Br 0.286167 -2.387576 -2.019872 -0.4151 -0.0561 0.2485 0.72
H -1.453304 -8.831309 -0.917421 0.0559 0.0208 0.1106 0.18
H -6.113082 -3.487109 -1.462018 0.4778 -0.5992 -0.2197 -0.21
H -2.765783 -3.570236 -3.966463 0.3259 0.0200 0.0360 0.19
H -0.553839 -4.389663 -3.823074 -0.0764 0.0628 -0.0164 0.10
H -0.614734 -6.113110 -3.857644 -0.1497 -0.2599 0.1696 0.13
H 0.433685 -6.179720 -1.600153 -0.1329 0.0646 0.3203 0.11
H 1.273322 -5.010102 -2.565612 0.0673 0.0497 -0.0289 0.12
H 0.727391 -4.116967 -0.305393 -0.0848 0.1988 0.1991 0.08
H -0.992863 -4.106546 -0.695097 -0.0652 0.0652 0.0008 0.05
F 1.376206 -2.062712 -4.624180 0.8494 1.9400 -0.2463 -0.82
C 3.051599 1.897620 -0.018241 -0.3878 0.2858 0.0286 0.02
C 2.164666 0.710337 -0.007538 0.0732 -0.5576 -0.6124 -0.54
O 2.452850 -0.421063 -0.234930 -0.0055 0.5324 -1.7601 -0.19
N 0.725972 0.812828 0.429741 -0.0844 -0.1277 0.8249 0.08
C -0.004710 2.103819 0.336719 -0.0212 0.1112 0.0574 0.01
H 3.906483 1.685510 -0.653774 0.0534 -0.1133 0.0880 0.08
H 2.542325 2.777781 -0.410852 0.0017 0.0697 0.1720 0.09
H 3.393713 2.099606 1.001743 -0.0441 0.0191 0.0089 0.12
H 0.733948 0.450431 1.401695 0.1117 0.3107 0.0539 0.18
H 0.281833 0.048245 -0.083651 -0.0751 0.1265 -0.1233 0.13
H 0.451412 2.822012 1.018125 -0.2177 0.0942 0.1337 0.08
H -1.035086 1.926116 0.631986 0.0035 0.1642 0.1488 0.10
H 0.033896 2.451590 -0.692725 0.0358 -0.0040 -0.0154 0.10
C 5.956159 -0.634632 -1.450637 -0.1505 1.1486 0.6136 -0.15
C 6.589487 -0.898460 -0.078907 -0.1551 -0.4494 0.4633 -0.49
C 6.105319 -2.226810 0.481356 -0.1161 -0.3097 -0.7747 -0.14
O 6.237016 0.158458 0.777196 0.2829 0.4757 -0.6105 -0.06
H 4.863251 -0.586054 -1.359713 -0.0188 -0.2417 -0.0308 0.07
H 6.291994 0.330847 -1.850110 0.0862 -0.0763 -0.1342 0.10
H 6.200257 -1.402043 -2.157286 0.7143 -0.2009 2.5359 -0.15
H 7.679533 -0.894707 -0.146199 0.0056 0.1802 -0.1372 0.14
H 5.004577 -2.180414 0.531362 0.6737 -0.3132 0.1083 -0.08
H 6.511572 -2.389721 1.475602 -0.1134 0.0255 0.0536 0.09
H 6.388771 -3.078937 -0.155126 0.2040 0.1064 -0.0284 0.07
H 5.268963 0.158682 0.871268 -0.0612 -0.4084 0.5877 -0.01
O -0.659508 2.922954 4.855427 -0.0288 0.0806 0.1932 -0.23
P -1.165814 3.950646 3.863204 0.9766 -1.2727 -0.8446 -0.06
O -0.084982 4.237767 2.836835 0.0626 0.0853 -0.1536 -0.30
O -1.547157 5.321554 4.650602 -0.0658 0.6960 0.1620 -0.69
O -2.418392 3.438575 3.194990 -0.4783 0.3066 0.1241 -0.26
Mg 2.330086 -0.228764 -4.579230 -0.0614 -2.3013 0.0445 0.56
Cl -0.284665 6.413360 4.919438 0.0497 -0.7501 0.3471 0.66
C -3.268012 8.018401 3.477534 0.0146 -0.3039 0.0913 -0.34
O -2.086658 7.757017 3.446340 -0.3520 0.5903 -0.4925 -0.06
N -3.806917 9.204492 3.116366 -0.2403 0.1054 -0.0173 -0.20
C -5.231345 9.454129 3.178840 0.2903 0.1705 -0.0774 -0.07
C -2.922155 10.258028 2.652162 0.0779 -0.2394 0.0828 -0.05
H -4.019355 7.283633 3.816258 -0.0189 0.0076 -0.0038 0.14
H -5.607855 9.702139 2.183405 -0.1360 0.0103 0.0460 0.08
H -5.431910 10.289997 3.853026 -0.1456 -0.0150 -0.0153 0.09
H -5.753368 8.572632 3.544617 0.0455 -0.0336 0.0112 0.08
H -2.373924 9.918052 1.772634 0.0616 0.0811 0.0019 0.09
H -2.199282 10.502331 3.431179 0.0526 0.0600 -0.0637 0.09
H -3.500261 11.143977 2.401115 -0.0632 -0.0202 0.0167 0.08
Na -6.723555 -2.003625 -0.118975 -0.1806 0.5603 0.6221 0.53
Ca 5.975194 -1.746655 -3.833719 -1.2618 -0.0732 -2.9645 1.09
Br 3.484140 -1.272791 1.903750 -0.3906 -0.0849 1.6398 0.08
```
Forces are in eV/Å.

Spin multiplicity ... 1
HOMO-LUMO gap ... 1.27 eV
Energy relative to the best compared isomer or geometry (same formula, charge and spin) ... 0.0 kJ/mol
Charge ... +1
LUMO ... -5.2 eV

---

3.
Here is a structure of composition C16H32CdO2P2 in a non-equilibrium geometry from the Open Molecules 2025 dataset. Energies are from wB97M-V/def2-TZVPD.

Geometry as XYZ:
```
53
Properties=species:S:1:pos:R:3:forces:R:3:lowdin_charge:R:1
P 0.613745 -1.588179 -1.032714 -1.2697 0.1755 -1.5089 0.87
P 0.893705 1.706620 -0.303334 -1.4482 1.1469 -1.1931 0.87
C 0.885896 -0.296401 -2.305350 0.9190 -0.1613 -0.3956 -0.42
C 1.668563 0.923680 -1.800931 0.2898 0.1019 -0.4362 -0.49
H -0.109762 -0.017550 -2.696697 0.4599 -0.0105 0.4189 0.07
H 1.405196 -0.787833 -3.146703 0.0172 0.4839 0.0354 0.08
H 2.703503 0.639268 -1.550755 0.5797 -0.3182 -0.2154 0.01
H 1.720890 1.642647 -2.629983 0.5478 -0.1706 0.2579 0.07
C -0.014999 2.853418 -1.541303 -0.3417 -0.0026 0.2328 -0.26
H -0.461134 3.733331 -1.065205 -0.0362 -0.3143 0.1375 0.05
H -0.789981 2.348052 -2.138251 0.3093 0.1094 0.3361 0.03
H 0.759435 3.220516 -2.232970 -0.2369 -0.0073 0.3036 0.04
C 1.914356 3.077565 0.363706 0.1357 0.1988 -0.0939 -0.31
H 1.623392 4.034160 -0.115377 0.5222 -0.5168 0.1809 0.05
H 2.978351 2.870848 0.180930 0.1892 0.3424 0.2102 0.00
H 1.689957 3.161880 1.449239 0.2758 -0.1135 -0.2644 0.01
C -0.249983 -2.695906 -2.271986 0.2324 -0.3037 -0.0404 -0.25
H -0.508731 -3.680460 -1.860260 0.1101 0.2709 0.0527 0.05
H 0.382277 -2.856494 -3.159990 -0.0568 0.0320 0.2402 0.04
H -1.191085 -2.244197 -2.621872 0.3020 0.0515 0.3588 0.05
C 2.177724 -2.485473 -0.810554 0.3047 -0.3758 -0.5310 -0.29
H 3.008276 -1.763378 -0.730192 0.0338 -0.3840 -0.1040 -0.03
H 2.340864 -3.165415 -1.657686 0.4236 0.0996 0.2684 0.04
H 2.101022 -3.061100 0.123589 0.1898 0.1692 -0.2638 0.05
Cd 3.367660 0.209557 0.692329 -0.6688 0.7009 0.1334 1.34
C -1.998259 1.035939 0.020719 1.8367 -0.2844 -0.1073 -0.14
C -2.356596 0.423094 -1.136020 -0.5182 1.2359 0.2041 -0.14
C -3.646338 -0.330703 -1.071780 0.2505 -1.5556 0.3631 -0.19
C -3.615465 -1.502733 -0.061210 -1.1722 0.0308 0.3359 -0.21
C -2.413443 -2.369555 0.026389 1.2733 -0.8511 -0.0528 -0.13
C -1.164714 -2.114623 0.519578 -2.3402 -0.5008 1.6130 -0.30
C -0.815928 -0.958928 1.447055 -0.2259 0.1921 -0.3150 -0.24
C -1.685725 0.340157 1.345815 -0.8829 0.3773 0.7861 -0.19
C 3.328680 -0.459048 2.680731 -0.0703 -1.1868 0.3544 -0.25
H -1.788272 2.109845 0.082876 0.8299 -0.4774 -0.5517 0.08
H -1.978384 0.729875 -2.128690 -0.9389 0.7039 0.4965 0.07
H -3.948397 -0.695987 -2.061822 0.0665 0.0556 0.1661 0.10
H -4.436919 0.334029 -0.671353 0.3199 -0.1554 -0.6880 0.12
H -3.838224 -1.127747 0.950755 -0.0709 0.0201 -0.4338 0.10
H -4.479821 -2.129719 -0.347086 0.3331 0.0656 0.3683 0.11
H -2.625910 -3.387369 -0.324558 0.4772 0.2560 -0.0587 0.10
H -0.529633 -3.010130 0.640321 -0.2173 0.3994 -0.1062 0.09
H 0.254302 -0.722775 1.292033 -0.6433 0.2220 0.2123 0.01
H -0.881250 -1.290171 2.501374 -0.1927 0.0773 -0.4338 0.12
H -2.668175 0.165625 1.814079 0.4862 -0.0384 0.5384 0.10
H -1.111881 1.069629 1.955366 -0.5835 -0.3196 -0.1088 0.08
H 4.246592 -0.930981 3.049132 -0.1893 0.3507 -0.2804 -0.03
H 2.590471 -1.234098 2.443059 0.0742 -0.1107 0.3526 -0.05
H 2.850938 0.225231 3.375246 0.0497 0.5198 -0.2870 -0.04
O 1.226763 3.652343 3.611791 -0.1367 -1.1011 -0.0600 -0.13
C 0.957874 2.533208 4.114124 -0.1544 -0.1194 -0.1218 -0.63
O 0.664829 1.424063 3.574098 0.4481 0.5671 -0.6173 -0.17
H 0.953724 2.442373 5.220315 0.1076 0.4226 0.3114 0.09
```
Forces are in eV/Å.

Spin multiplicity ... 1
HOMO-LUMO gap ... 4.78 eV
Energy relative to the best compared isomer or geometry (same formula, charge and spin) ... 468.5 kJ/mol
Charge ... 0
LUMO ... -2.5 eV